1.
{
  "formula": "C3H5N3O",
  "method": "the ωB97M-V functional and the def2-TZVPD basis",
  "energy_ha": -356.68175,
  "de_lowest_kcal_mol": 110.2,
  "homo_energy_ev": -9.2,
  "orbital_gap_ha": 0.3610,
  "symbols": ["O", "C", "C", "N", "N", "C", "N", "H", "H", "H", "H", "H"],
  "xyz": [[0.044, -0.910, 2.210], [0.787, -1.232, 1.074], [0.257, -0.308, -0.115], [-1.044, -0.001, -0.314], [-1.025, 1.077, -1.141], [0.107, 1.510, -1.613], [1.233, 0.294, -0.697], [-0.878, -1.057, 1.969], [0.700, -2.286, 0.778], [1.845, -1.057, 1.356], [-1.941, 1.519, -1.271], [-0.085, 2.451, -2.235]],
  "atomic_forces_ev_per_a": [[-0.452, -0.332, 0.279], [-0.479, 0.225, -0.945], [0.726, -0.188, 0.985], [0.169, -0.094, 0.591], [0.335, -0.836, 0.508], [0.411, -1.554, 1.533], [-1.944, 3.956, -3.075], [-0.086, 0.159, 0.259], [-0.131, 0.091, 0.085], [-0.657, 0.257, -0.789], [0.568, -0.318, -0.134], [1.542, -1.366, 0.703]],
  "nbo_charge": [-0.69, -0.07, 0.26, -0.41, -0.31, 0.10, -0.37, 0.47, 0.17, 0.21, 0.42, 0.22]
}

=====

2.
{
  "formula": "C3H5N3O",
  "method": "the ωB97M-V functional and the def2-TZVPD basis",
  "energy_ha": -356.74878,
  "de_lowest_kcal_mol": 68.1,
  "homo_energy_ev": -8.7,
  "orbital_gap_ha": 0.3517,
  "symbols": ["N", "C", "C", "N", "C", "O", "N", "H", "H", "H", "H", "H"],
  "xyz": [[-1.790, 0.380, 0.419], [-0.394, 0.331, 0.244], [0.509, -0.705, 0.720], [1.513, -0.796, -0.285], [1.422, 0.164, -1.249], [0.452, 0.552, 1.385], [0.236, 0.772, -0.968], [-2.233, 1.141, -0.082], [-2.237, -0.491, 0.166], [0.238, -1.581, 1.302], [2.332, -1.373, -0.193], [-0.047, 1.605, -1.460]],
  "atomic_forces_ev_per_a": [[-0.013, 0.077, -0.091], [0.001, -0.137, -0.095], [-0.052, -0.285, -0.081], [0.217, 0.124, -0.031], [-0.366, -0.132, 0.299], [-0.070, 0.187, 0.123], [0.168, 0.125, -0.073], [0.094, -0.030, 0.113], [0.048, 0.077, -0.031], [0.080, 0.091, -0.072], [-0.106, 0.080, -0.068], [0.001, -0.178, 0.006]],
  "nbo_charge": [-0.82, 0.45, 0.16, -0.64, 0.20, -0.48, -0.64, 0.37, 0.38, 0.20, 0.41, 0.41]
}

=====

3.
{
  "formula": "C3H5N3O2S",
  "method": "the ωB97M-V functional and the def2-TZVPD basis",
  "energy_ha": -830.13629,
  "de_lowest_kcal_mol": 47.7,
  "homo_energy_ev": [-8.3, -7.6],
  "orbital_gap_ha": [0.2761, 0.2241],
  "symbols": ["C", "C", "C", "N", "N", "N", "O", "O", "S", "H", "H", "H", "H", "H"],
  "xyz": [[-0.155, 0.319, -2.293], [-0.550, 0.283, -0.936], [0.803, -0.144, -0.268], [1.750, -0.253, -1.211], [1.167, -0.047, -2.373], [1.062, -0.335, 1.041], [-0.688, 0.101, 3.321], [-1.651, 0.383, -0.394], [-2.049, 0.543, 3.725], [-0.799, 0.663, -3.108], [1.732, -0.368, -3.128], [0.225, -0.285, 1.669], [1.933, -0.856, 1.141], [-2.781, -0.004, 2.815]],
  "atomic_forces_ev_per_a": [[0.636, 0.008, -1.129], [2.073, -1.161, 0.945], [-0.171, 0.825, -1.637], [-0.188, -0.845, 3.218], [-2.556, 1.082, -0.648], [-0.960, 0.122, -0.719], [0.828, -0.148, -0.010], [-0.137, 0.339, 0.194], [0.475, 0.931, 1.430], [0.655, -0.488, 0.122], [-0.226, 0.316, -0.926], [1.633, -0.431, -0.335], [-0.690, 0.217, 0.939], [-1.373, -0.766, -1.443]],
  "nbo_charge": [-0.14, 0.32, 0.30, -0.37, -0.28, -0.79, -0.79, -0.55, 0.77, 0.23, 0.41, 0.45, 0.41, 0.03]
}

=====

4.
{
  "formula": "C3H5N3O4S",
  "method": "the ωB97M-V functional and the def2-TZVPD basis",
  "energy_ha": -980.59933,
  "de_lowest_kcal_mol": 50.5,
  "homo_energy_ev": -10.3,
  "orbital_gap_ha": 0.3993,
  "symbols": ["C", "C", "C", "N", "N", "N", "O", "O", "O", "O", "S", "H", "H", "H", "H", "H"],
  "xyz": [[-2.486, 0.236, 0.033], [-0.499, -0.878, 0.527], [2.967, -0.193, 0.251], [-1.646, -1.000, 0.119], [0.607, -0.287, 1.010], [-3.446, 0.128, -0.892], [0.566, -1.686, 0.506], [1.558, 2.012, 0.509], [0.811, 0.606, -1.300], [-2.362, 1.202, 0.796], [1.427, 0.688, -0.048], [3.012, -1.314, 0.492], [3.680, -0.045, -0.636], [3.341, 0.319, 1.034], [-3.506, -0.736, -1.373], [-4.022, 0.947, -1.026]],
  "atomic_forces_ev_per_a": [[0.818, 0.882, 2.515], [-0.746, -1.331, -0.739], [0.843, -2.345, -3.951], [-2.080, 1.659, -0.705], [-0.424, 0.981, 2.594], [0.585, 0.341, 0.473], [0.247, -0.753, 0.002], [-0.006, -1.361, 0.161], [-0.470, -0.850, -2.392], [0.196, -1.808, -1.523], [2.223, 1.947, 1.109], [-0.912, 1.739, -0.545], [-1.195, 0.001, 1.149], [1.371, 1.694, 2.713], [-0.400, -0.331, -0.666], [-0.051, -0.464, -0.196]],
  "nbo_charge": [0.77, 0.71, -0.89, -0.53, -0.42, -0.80, -0.32, -0.89, -0.91, -0.61, 2.28, 0.28, 0.26, 0.25, 0.41, 0.42]
}

=====

5.
{
  "formula": "C3H5N3OS",
  "method": "the ωB97M-V functional and the def2-TZVPD basis",
  "energy_ha": -754.94742,
  "de_lowest_kcal_mol": 57.5,
  "homo_energy_ev": -8.2,
  "orbital_gap_ha": 0.3260,
  "symbols": ["C", "C", "C", "H", "H", "H", "H", "H", "N", "N", "N", "O", "S"],
  "xyz": [[0.371, 0.094, 1.570], [0.720, -0.752, 0.490], [0.032, -0.322, -0.627], [-0.961, 2.584, -0.783], [-2.283, 1.663, -0.564], [0.951, 0.241, 2.487], [1.737, -2.163, 1.282], [0.451, -2.064, -2.049], [-1.340, 1.645, -0.934], [-0.634, 0.784, -0.141], [-0.457, 1.047, 1.155], [1.433, -1.921, 0.428], [-0.020, -0.836, -2.313]],
  "atomic_forces_ev_per_a": [[1.143, 0.146, -0.257], [-0.328, -0.986, -0.389], [-0.173, 1.212, 1.184], [-0.052, -0.313, -0.168], [-0.214, 0.064, -0.218], [-0.766, -0.453, -0.064], [0.432, -0.314, 1.189], [0.019, 0.051, 0.089], [-0.634, 0.870, -0.227], [0.210, -0.732, -0.316], [0.570, -0.263, -0.487], [-0.123, 0.547, -0.843], [-0.083, 0.173, 0.507]],
  "nbo_charge": [-0.13, 0.16, -0.07, 0.36, 0.36, 0.21, 0.48, 0.15, -0.62, -0.03, -0.27, -0.67, 0.06]
}

=====

6.
{
  "formula": "C3H5N3OS",
  "method": "the ωB97M-V functional and the def2-TZVPD basis",
  "energy_ha": -754.86768,
  "de_lowest_kcal_mol": 107.5,
  "homo_energy_ev": -8.1,
  "orbital_gap_ha": 0.3064,
  "symbols": ["C", "C", "C", "N", "N", "N", "O", "S", "H", "H", "H", "H", "H"],
  "xyz": [[-2.176, 0.018, -0.074], [0.894, 0.312, -0.215], [3.209, -0.375, 0.021], [-1.289, 0.843, 0.479], [-0.047, 0.781, 0.298], [-3.555, 0.379, 0.013], [2.130, 0.279, -0.638], [-1.717, -1.362, -0.881], [3.391, -1.337, -0.451], [3.228, -0.577, 1.172], [4.013, 0.305, -0.130], [-3.873, 1.125, 0.576], [-4.207, -0.391, -0.170]],
  "atomic_forces_ev_per_a": [[-1.463, -0.513, -0.578], [2.389, -0.523, -0.075], [0.777, -1.295, 2.302], [-1.913, 2.451, 1.712], [-0.165, -0.995, -1.015], [2.138, -1.828, -0.726], [-2.284, 0.546, 0.319], [0.148, -0.279, -0.236], [-0.026, 0.080, -0.192], [-1.111, 0.678, -1.972], [0.798, 0.271, -0.345], [0.056, 0.725, 0.684], [0.655, 0.684, 0.122]],
  "nbo_charge": [0.24, 0.67, -0.25, -0.43, -0.07, -0.81, -0.46, -0.31, 0.20, 0.21, 0.21, 0.39, 0.40]
}

=====

7.
{
  "formula": "C3H5N3OS",
  "method": "the ωB97M-V functional and the def2-TZVPD basis",
  "energy_ha": -754.90639,
  "de_lowest_kcal_mol": 83.2,
  "homo_energy_ev": -8.9,
  "orbital_gap_ha": 0.3359,
  "symbols": ["C", "C", "C", "H", "H", "H", "H", "H", "N", "N", "N", "O", "S"],
  "xyz": [[-1.464, 0.048, 0.009], [0.845, 0.814, 0.663], [1.518, -0.354, -0.112], [-3.157, -0.434, -0.914], [-0.570, 2.001, -0.745], [1.352, 1.690, 0.555], [0.947, 0.821, 1.898], [1.095, -2.490, -0.456], [-2.637, 0.343, -0.603], [-0.458, 1.027, 0.145], [0.841, -1.605, 0.009], [2.630, -0.229, -0.693], [-0.943, -1.631, 0.245]],
  "atomic_forces_ev_per_a": [[-1.716, 1.687, -3.753], [-0.394, -2.367, 2.576], [3.083, -1.008, -0.275], [-0.483, -1.412, -0.090], [0.208, -4.289, 3.903], [1.779, 2.139, -1.140], [-0.697, -1.086, -2.891], [0.376, 1.314, -0.070], [4.502, 0.918, 2.865], [-2.951, 3.154, -3.412], [-1.041, 1.430, -0.076], [-3.572, -0.513, 1.686], [0.905, 0.032, 0.676]],
  "nbo_charge": [0.25, -0.31, 0.65, 0.35, 0.44, 0.24, 0.22, 0.43, -0.70, -0.62, -0.76, -0.57, 0.41]
}

=====

8.
{
  "formula": "C3H5N3OS",
  "method": "the ωB97M-V functional and the def2-TZVPD basis",
  "energy_ha": -754.89597,
  "de_lowest_kcal_mol": 89.8,
  "homo_energy_ev": -7.9,
  "orbital_gap_ha": 0.2806,
  "symbols": ["C", "C", "C", "N", "N", "N", "O", "S", "H", "H", "H", "H", "H"],
  "xyz": [[-0.891, -1.194, 0.053], [-0.690, 1.743, -0.183], [1.657, 1.382, -0.153], [0.175, -0.515, -0.004], [0.223, 0.833, -0.040], [-0.825, -2.540, 0.242], [-1.440, 2.634, -0.324], [-2.492, -0.645, -0.226], [2.290, 0.462, -0.472], [1.579, 2.259, -0.723], [2.101, 1.529, 0.880], [-0.044, -3.027, 0.550], [-1.644, -2.921, 0.400]],
  "atomic_forces_ev_per_a": [[-3.342, -0.697, -0.422], [-2.453, -0.789, -0.349], [0.491, -3.466, 2.437], [3.362, -0.611, 0.741], [0.380, 2.805, -0.676], [3.615, 2.621, -1.291], [2.301, -1.454, 0.464], [0.443, 1.205, 0.195], [-1.358, 1.905, -0.435], [0.614, 1.001, -0.964], [-1.000, 0.358, -1.024], [1.715, -0.477, 0.528], [-4.767, -2.402, 0.795]],
  "nbo_charge": [0.28, 0.92, -0.40, -0.44, -0.26, -0.78, -0.38, -0.41, 0.27, 0.21, 0.22, 0.38, 0.39]
}

=====

9.
{
  "formula": "C3H5N3OS",
  "method": "the ωB97M-V functional and the def2-TZVPD basis",
  "energy_ha": -754.98068,
  "de_lowest_kcal_mol": 36.6,
  "homo_energy_ev": -9.0,
  "orbital_gap_ha": 0.3451,
  "symbols": ["C", "C", "C", "H", "H", "H", "H", "H", "N", "N", "N", "O", "S"],
  "xyz": [[1.737, -0.661, -0.357], [-1.732, -1.000, 0.303], [0.157, 1.119, -0.021], [2.259, -0.043, -1.039], [2.235, -0.618, 0.651], [1.742, -1.696, -0.706], [-2.345, -1.752, 0.708], [-1.379, 2.254, 0.663], [0.342, -0.240, -0.299], [-0.463, -1.205, 0.278], [-1.170, 1.496, 0.049], [1.069, 1.893, 0.150], [-2.451, 0.454, -0.380]],
  "atomic_forces_ev_per_a": [[-0.092, -0.949, 1.345], [1.755, 0.718, -0.570], [-0.432, -0.087, -0.099], [0.509, 0.601, -0.590], [-0.471, 0.047, -0.886], [0.044, 0.214, 0.046], [-0.709, -0.815, 0.476], [-0.037, 0.378, 0.309], [0.284, 0.250, 0.016], [-1.305, 0.169, 0.110], [-0.043, -0.460, -0.293], [0.013, -0.049, 0.014], [0.485, -0.016, 0.122]],
  "nbo_charge": [-0.40, -0.14, 0.76, 0.22, 0.20, 0.21, 0.21, 0.42, -0.32, -0.22, -0.78, -0.60, 0.43]
}

=====

10.
{
  "formula": "C3H5N3S",
  "method": "the ωB97M-V functional and the def2-TZVPD basis",
  "energy_ha": -679.65388,
  "de_lowest_kcal_mol": 82.4,
  "homo_energy_ev": -8.4,
  "orbital_gap_ha": 0.3401,
  "symbols": ["C", "C", "C", "H", "H", "H", "H", "H", "N", "N", "N", "S"],
  "xyz": [[-0.293, 0.411, -0.037], [-1.453, 1.145, -0.020], [-2.420, 0.241, -0.104], [2.467, -1.071, 1.043], [1.483, 1.747, 0.601], [-1.389, 2.378, 0.211], [-3.456, 0.356, -0.333], [-2.526, -1.860, 0.395], [1.105, 0.777, 0.151], [-1.948, -0.986, -0.055], [-0.553, -1.000, 0.151], [2.387, -0.242, -0.168]],
  "atomic_forces_ev_per_a": [[3.182, -4.688, 2.949], [2.388, 5.963, 0.434], [-3.365, -0.321, -0.248], [-0.273, 1.232, -1.684], [-2.180, -3.184, -1.546], [-0.788, -3.801, -1.263], [-0.551, 0.324, 0.385], [2.054, 3.030, -1.979], [-0.021, 2.967, 0.827], [0.835, -4.202, 2.240], [-1.307, 4.044, -1.634], [0.028, -1.363, 1.520]],
  "nbo_charge": [0.28, -0.36, -0.03, 0.09, 0.42, 0.24, 0.21, 0.43, -0.81, -0.36, -0.31, 0.21]
}

=====

11.
{
  "formula": "C3H5N3S",
  "method": "the ωB97M-V functional and the def2-TZVPD basis",
  "energy_ha": -679.66943,
  "de_lowest_kcal_mol": 72.7,
  "homo_energy_ev": -9.3,
  "orbital_gap_ha": 0.2850,
  "symbols": ["C", "C", "C", "H", "H", "H", "H", "H", "N", "N", "N", "S"],
  "xyz": [[-1.939, -0.885, 0.022], [0.020, 0.618, 0.207], [1.373, 0.722, 0.162], [-3.718, -0.672, -0.557], [-2.026, -2.023, 0.132], [0.106, -1.471, 0.055], [-0.397, 2.500, -0.490], [1.943, 1.638, 0.326], [-2.905, -0.147, -0.205], [-0.535, -0.604, 0.418], [-0.867, 1.610, -0.062], [2.345, -0.544, -0.179]],
  "atomic_forces_ev_per_a": [[2.243, -3.137, 1.500], [-7.051, 3.450, -1.289], [5.718, -0.431, -0.560], [0.471, 0.065, 0.648], [0.099, 1.287, -0.588], [-1.753, 2.955, 1.546], [-0.484, -1.956, 1.616], [-0.884, 0.240, -0.017], [-0.774, 1.070, -0.907], [-1.000, -3.483, -1.561], [3.486, -0.212, -0.478], [-0.071, 0.152, 0.089]],
  "nbo_charge": [0.29, 0.27, -0.31, 0.36, 0.13, 0.42, 0.34, 0.24, -0.61, -0.63, -0.57, 0.07]
}

=====

12.
{
  "formula": "C3H5N3S",
  "method": "the ωB97M-V functional and the def2-TZVPD basis",
  "energy_ha": -679.55665,
  "de_lowest_kcal_mol": 143.4,
  "homo_energy_ev": [-7.9, -7.9],
  "orbital_gap_ha": [0.2197, 0.2198],
  "symbols": ["C", "C", "C", "N", "N", "N", "S", "H", "H", "H", "H", "H"],
  "xyz": [[1.886, 1.090, 0.605], [2.650, 0.180, 0.131], [-0.943, -1.042, 0.648], [1.107, 1.750, 1.302], [-2.359, 0.063, -0.834], [-1.268, -0.560, -0.555], [3.402, -0.717, -0.964], [-0.125, -1.653, 0.633], [-1.729, -1.045, 1.375], [0.483, 2.504, 0.917], [-2.401, 0.322, -1.843], [-0.704, -0.894, -1.414]],
  "atomic_forces_ev_per_a": [[-1.551, 1.060, 0.691], [1.003, -0.956, -1.578], [-1.771, 1.366, -2.196], [-0.022, 0.424, -0.228], [-0.747, 0.998, -0.687], [0.520, -1.654, -0.963], [-0.507, 0.604, 1.078], [1.920, -1.360, 0.361], [0.060, 0.299, 0.390], [1.039, -1.112, 0.056], [0.430, -0.491, 1.037], [-0.374, 0.822, 2.039]],
  "nbo_charge": [0.25, -0.29, -0.31, -0.53, -0.58, -0.19, 0.17, 0.19, 0.21, 0.39, 0.31, 0.39]
}

=====

What did the seventh record say?
{
  "formula": "C3H5N3OS",
  "method": "the ωB97M-V functional and the def2-TZVPD basis",
  "energy_ha": -754.90639,
  "de_lowest_kcal_mol": 83.2,
  "homo_energy_ev": -8.9,
  "orbital_gap_ha": 0.3359,
  "symbols": ["C", "C", "C", "H", "H", "H", "H", "H", "N", "N", "N", "O", "S"],
  "xyz": [[-1.464, 0.048, 0.009], [0.845, 0.814, 0.663], [1.518, -0.354, -0.112], [-3.157, -0.434, -0.914], [-0.570, 2.001, -0.745], [1.352, 1.690, 0.555], [0.947, 0.821, 1.898], [1.095, -2.490, -0.456], [-2.637, 0.343, -0.603], [-0.458, 1.027, 0.145], [0.841, -1.605, 0.009], [2.630, -0.229, -0.693], [-0.943, -1.631, 0.245]],
  "atomic_forces_ev_per_a": [[-1.716, 1.687, -3.753], [-0.394, -2.367, 2.576], [3.083, -1.008, -0.275], [-0.483, -1.412, -0.090], [0.208, -4.289, 3.903], [1.779, 2.139, -1.140], [-0.697, -1.086, -2.891], [0.376, 1.314, -0.070], [4.502, 0.918, 2.865], [-2.951, 3.154, -3.412], [-1.041, 1.430, -0.076], [-3.572, -0.513, 1.686], [0.905, 0.032, 0.676]],
  "nbo_charge": [0.25, -0.31, 0.65, 0.35, 0.44, 0.24, 0.22, 0.43, -0.70, -0.62, -0.76, -0.57, 0.41]
}